[1]
{
  "formula": "C10H6O",
  "method": "the ωB97M-V functional and the def2-TZVPD basis",
  "elements": ["C", "C", "C", "C", "C", "C", "C", "C", "C", "C", "O", "H", "H", "H", "H", "H", "H"],
  "xyz": [[4.6784, 0.6550, -1.3244], [3.8273, 0.8198, -0.4030], [-1.6737, 0.2570, -0.5847], [-0.7805, 1.1387, 0.0736], [-1.0944, -0.9592, -1.0830], [0.4448, 0.6889, 0.4341], [0.1995, -1.3822, -0.8012], [0.9766, -0.6027, 0.0617], [2.3266, -1.0572, 0.4429], [3.2852, 0.2504, 0.7191], [2.7959, -2.1336, 0.6228], [-2.6752, 0.5872, -0.6482], [-1.2311, 2.0472, 0.4137], [-1.6169, -1.5749, -1.8165], [1.1377, 1.4561, 0.7555], [0.3977, -2.3774, -1.2322], [3.6064, 0.3314, 1.7963]],
  "forces_ev_per_a": [[0.4556, 0.1922, -0.7779], [-1.1525, -0.9450, 3.1188], [3.1831, -1.1375, 0.0371], [-2.4481, -1.8168, -0.1958], [-1.4675, 1.3082, -0.4158], [2.7385, -0.7226, -0.8455], [-1.0577, -0.1089, 0.5784], [-1.3228, 0.1745, -0.8477], [0.7711, 3.4047, 0.9831], [0.6341, -1.5588, -1.3210], [-0.1983, -0.4231, -0.2740], [-0.9736, -0.1873, -0.6865], [0.4425, 0.6978, 0.1388], [-0.3608, 0.1532, 0.4845], [0.1449, -0.2544, 0.7722], [0.8051, 0.7158, 0.5358], [-0.1934, 0.5082, -1.2845]],
  "e_above_lowest_kj_mol": 28.6,
  "total_energy_ha": -459.6717,
  "multiplicity": 1,
  "total_charge": 0,
  "fmax_ev_per_a": 3.63,
  "e_homo_ha": -0.35484
}

[2]
{
  "formula": "C3H22NO7",
  "method": "the ωB97M-V functional and the def2-TZVPD basis",
  "elements": ["C", "C", "C", "O", "N", "H", "H", "H", "H", "H", "H", "H", "H", "H", "H", "H", "H", "O", "H", "H", "O", "H", "H", "O", "H", "H", "O", "H", "H", "O", "H", "H", "O"],
  "xyz": [[-0.9667, -0.2117, -0.4194], [-1.8188, 0.9957, -0.1267], [-3.2894, 0.6069, -0.0045], [-1.2405, 1.5608, 1.0404], [0.3620, 0.2108, -0.9423], [-0.8176, -0.7933, 0.4644], [-1.3295, -0.9072, -1.1494], [-1.8034, 1.7071, -0.9668], [-3.7990, 0.5771, -0.9599], [-3.7367, 1.3988, 0.5675], [-3.4706, -0.2481, 0.6386], [-1.5735, 2.4559, 1.1744], [0.6681, 1.0588, -0.4506], [0.3731, 0.4311, -1.9704], [1.1058, -0.4956, -0.8069], [3.7439, 2.2722, -0.1962], [2.7635, 1.1964, 0.1589], [2.9151, 2.1797, 0.1811], [1.7196, -2.0673, 2.8557], [1.1498, -0.6294, 2.4945], [1.6517, -1.4325, 2.1198], [-1.0344, 0.9922, -4.2529], [-1.4831, 1.6960, -2.8227], [-0.7683, 1.3034, -3.3933], [2.7686, -1.6369, 0.8732], [3.9192, -1.6371, -0.2982], [2.9757, -1.5125, -0.0441], [-0.9010, 0.4686, 2.5141], [-0.7961, 0.3385, 4.0294], [-0.4479, -0.0789, 3.2543], [-0.1310, -3.7009, -0.9653], [-0.7200, -3.6510, -2.3443], [-0.3830, -3.0967, -1.6374]],
  "forces_ev_per_a": [[0.3454, 0.1660, -0.7745], [-0.7355, -0.9412, -0.5739], [0.4412, 0.5044, 1.1640], [-0.0121, -0.2968, 0.1193], [1.3303, 0.0627, -0.3023], [0.2373, -0.2518, 0.7179], [-0.6964, -0.0546, -0.4760], [0.4001, 0.1024, 0.2461], [0.0653, -0.3150, -0.2764], [-0.4919, 0.7019, 0.0744], [0.1227, -0.5752, -0.3047], [-0.0681, 0.4470, -0.0874], [-0.0365, 0.1305, -0.0615], [-0.7205, 0.1024, 0.4868], [-0.2529, -0.0309, 0.1660], [2.6417, 0.4508, -1.2377], [0.4169, 1.2897, 0.2062], [-2.9592, -1.9514, 1.0895], [-0.2372, 0.5323, -0.3603], [0.7311, -1.6709, -0.3626], [-0.7404, 0.9496, 1.2289], [-0.8897, 0.0075, -0.4603], [0.0278, -0.1583, -1.2354], [1.0557, 0.1114, 1.6618], [0.1281, -0.0760, 1.2575], [-1.2184, 0.0446, 0.8086], [1.0621, 0.4086, -2.6182], [1.0157, -0.9732, 1.1706], [-0.1102, 0.2696, 0.9402], [-0.8967, 0.9472, -2.2186], [0.4441, -0.8253, 1.0466], [-0.0716, 0.0118, -0.1953], [-0.3281, 0.8800, -0.8393]],
  "e_above_lowest_kj_mol": 0.0,
  "total_energy_ha": -708.7979,
  "multiplicity": 2,
  "total_charge": 0,
  "fmax_ev_per_a": 3.71,
  "e_homo_ha": [-0.08843, -0.40736]
}